# 1
ORCA calculation (ωB97M-V/def2-TZVPD) on C25H26N2O2S4SbSiW as an isolated structure.

```
62
Properties=species:S:1:pos:R:3:mulliken_charge:R:1
W -1.7837 -0.8207 -1.1795 0.568
O -1.1302 0.9258 -1.6377 -0.791
C -1.3707 2.2246 -1.3643 0.866
C -0.2950 3.1035 -1.2947 -0.310
C -0.5356 4.4311 -0.9985 -0.594
C -1.8300 4.8872 -0.7700 -0.884
C -2.8944 4.0182 -0.8557 -0.924
C -2.6806 2.6701 -1.1686 0.228
C -3.7569 1.7241 -1.3515 0.483
N -3.6504 0.4010 -1.4763 0.277
C -4.9347 -0.0859 -1.6712 -0.333
C -5.8072 0.9435 -1.6623 -0.783
N -5.0534 2.0741 -1.4612 -0.053
H 0.7036 2.7233 -1.4516 0.358
H 0.2975 5.1179 -0.9297 0.471
H -2.0023 5.9257 -0.5236 0.422
H -3.8944 4.3876 -0.6655 0.410
H -5.1327 -1.1337 -1.8055 0.345
H -6.8744 0.9777 -1.7848 0.434
H -5.3968 3.0191 -1.4550 0.191
S -2.6816 -5.4495 0.4984 -0.390
Sb -3.5580 -3.9532 -0.8065 0.613
S -2.8454 -1.5175 0.5781 -0.345
S -2.5176 -1.6144 -3.2604 -0.149
S -1.4839 -3.0458 -2.1787 -0.253
C 2.6695 0.2474 -1.9576 -1.617
C 2.7296 -0.9941 -1.0588 2.090
C 4.1280 -1.1260 -0.4399 -1.797
C 2.4657 -2.2485 -1.9055 -1.536
Si 1.4001 -0.9015 0.2741 -0.866
O -0.0667 -1.0583 -0.5810 1.325
C 1.2733 0.7290 1.1972 0.827
C 0.0423 1.1774 1.6833 -0.213
C -0.0696 2.3512 2.4130 -0.719
C 1.0591 3.1116 2.6747 -0.572
C 2.2951 2.6834 2.2142 -0.769
C 2.3977 1.5052 1.4899 -0.004
C 1.4267 -2.3450 1.4512 0.370
C 2.1609 -2.2607 2.6376 -0.309
C 2.2271 -3.3301 3.5165 -0.751
C 1.5475 -4.5036 3.2294 -0.567
C 0.8029 -4.6056 2.0629 -0.862
C 0.7483 -3.5347 1.1833 0.358
H 3.4041 0.1638 -2.7633 0.569
H 2.8923 1.1603 -1.3995 0.278
H 1.6872 0.3648 -2.4224 0.225
H 4.8566 -1.2986 -1.2371 0.493
H 4.1937 -1.9681 0.2519 0.375
H 4.4442 -0.2230 0.0880 0.358
H 3.2479 -2.3478 -2.6628 0.521
H 1.5089 -2.1988 -2.4293 0.131
H 2.4782 -3.1582 -1.2997 0.334
H -0.8546 0.5926 1.5181 0.202
H -1.0377 2.6701 2.7787 0.463
H 0.9798 4.0293 3.2431 0.417
H 3.1833 3.2657 2.4225 0.456
H 3.3812 1.1993 1.1497 0.151
H 2.6833 -1.3430 2.8916 0.330
H 2.8025 -3.2473 4.4293 0.426
H 1.5950 -5.3375 3.9179 0.390
H 0.2646 -5.5169 1.8388 0.412
H 0.1608 -3.6378 0.2764 0.228
```

The value obtained for the total energy is -3417.85558 hartree. The total charge is +1. The calculation puts the energy relative to the best compared isomer or geometry (same formula, charge and spin) at 0.326 eV. The calculation puts the molar mass at 848.45 g/mol. The spin multiplicity is 1. The value obtained for the orbital gap is 6.8 eV. Its highest occupied orbital energy is -11.41 eV.

# 2
ORCA calculation (ωB97M-V/def2-TZVPD) on C13H17GeN4OPtSSe as an isolated structure at a distorted geometry.

```
39
Properties=species:S:1:pos:R:3:mulliken_charge:R:1
Pt -0.2514 0.9028 0.3023 0.838
S -0.0279 -1.1326 4.3176 -0.050
C 0.3223 0.5389 4.4427 -0.190
C 0.2655 1.1216 3.2241 -0.650
N -0.0514 0.2495 2.2055 0.273
C -0.2331 -0.9738 2.6436 -0.089
H 0.5447 0.9984 5.3912 0.448
H 0.4465 2.1640 3.0123 0.368
H -0.4903 -1.8013 2.0000 0.335
C 2.6788 3.4651 -0.2267 -1.162
Ge 2.8418 1.6620 -0.9940 0.599
C 2.3763 1.5438 -2.9047 -1.276
C 4.6518 0.9125 -0.7146 -1.222
C 1.7207 0.3532 0.0267 -1.265
H 3.3611 4.1403 -0.7419 0.403
H 2.9417 3.4563 0.8309 0.330
H 1.6658 3.8542 -0.3380 0.380
H 2.2486 2.5270 -3.3555 0.392
H 1.4639 0.9690 -3.0566 0.383
H 3.1819 1.0300 -3.4271 0.424
H 5.3704 1.4854 -1.3007 0.369
H 4.6653 -0.1222 -1.0552 0.382
H 4.9348 0.9512 0.3359 0.370
H 2.1690 0.1344 0.9958 0.516
H 1.6505 -0.5795 -0.5400 0.478
Se -1.9278 -2.8527 -0.8728 0.180
N -3.6541 -2.4365 -0.6693 -0.775
C -3.7593 -1.2063 -0.1867 0.525
C -4.9075 -0.4430 0.0778 -0.526
C -4.7597 0.8710 0.5265 -0.546
C -3.5068 1.4235 0.7246 -0.541
N -2.3916 0.6863 0.5088 -0.639
C -2.4907 -0.5611 0.0749 0.837
N -1.3926 -1.2455 -0.1752 -0.579
H -5.8836 -0.8770 -0.0912 0.463
H -5.6287 1.4811 0.7266 0.399
H -3.3705 2.4394 1.0658 0.475
O -0.8235 2.1665 -2.3531 -0.305
C -0.5468 1.6320 -1.4061 0.646
```

The value obtained for the total energy is -5795.37372 hartree. The total charge is +1. The calculation puts the energy relative to the best compared isomer or geometry (same formula, charge and spin) at 0.213 eV. The calculation puts the molar mass at 624.02 g/mol. The spin multiplicity is 3. The value obtained for the orbital gap (spin up / spin down) is 6.2 / 5.4 eV. Its highest occupied orbital energy (spin up / spin down) is -9.51 / -11.95 eV.

# 3
ORCA calculation (ωB97M-V/def2-TZVPD) on a single C6H9N3O2 molecule at a distorted geometry.

```
20
Properties=species:S:1:pos:R:3:mulliken_charge:R:1
C -1.6377 -1.3550 -1.1745 -0.609
C -2.0797 -0.0822 -0.8789 -0.349
C -0.0513 -0.3264 -0.3221 0.289
C 2.1608 0.4834 -0.5694 0.292
C -1.0655 1.8668 0.5088 -0.871
C 1.5338 -0.2222 0.5679 0.163
N -0.3636 -1.4722 -0.8401 -0.594
N -1.0492 0.6036 -0.2445 0.169
N 1.8478 -1.5705 0.7635 -0.766
O 2.9187 -0.2814 -1.2956 -0.498
O 1.9439 1.6495 -0.8421 -0.613
H -2.1175 -2.1390 -1.6772 0.461
H -2.9629 0.3260 -1.1390 0.501
H -1.1955 1.5371 1.5116 0.392
H -0.2065 2.5051 0.3004 0.253
H -1.9773 2.4603 0.2742 0.309
H 1.1925 0.3974 1.4037 0.433
H 2.7759 -1.1611 -0.9674 0.443
H 1.3264 -2.2105 0.1846 0.315
H 1.6502 -1.8714 1.6862 0.283
```

The value obtained for the total energy is -548.74008 hartree. The calculation puts the energy relative to the best compared isomer or geometry (same formula, charge and spin) at 2.212 eV. The calculation puts the molar mass at 155.16 g/mol. The spin multiplicity is 1. The value obtained for the orbital gap is 9.5 eV. Its highest occupied orbital energy is -8.79 eV.